(1)
# C4H5NO3

A 2-piece molecular cluster, C4H5NO3 overall in a non-equilibrium geometry (the ωB97M-V functional and the def2-TZVPD basis, the OMol25 dataset).

Computed properties:
Structure (SMILES) ... CC(O)=C=O.N=C=O
LUMO energy ... 0.20 eV
Highest occupied orbital energy ... -0.3102 Ha

Geometry as XYZ:
```
13
Properties=species:S:1:pos:R:3:forces:R:3
C -0.913584 0.737806 -0.312708 -1.52 -0.98 1.08
C 0.067415 0.212459 0.726998 0.37 0.03 -0.62
O 1.383512 0.201497 0.300222 -1.55 -1.05 -2.69
C -0.344066 -0.185985 1.901087 -0.77 -0.08 0.24
O -0.874529 -0.481800 2.898572 0.38 -0.07 0.04
H -1.905503 0.127278 -0.457848 1.76 1.42 0.87
H -0.515904 0.782452 -1.289142 1.05 -0.35 -0.97
H -1.000164 1.769294 -0.015681 -1.14 0.51 -0.22
H 2.106183 0.409311 0.826277 1.32 0.79 2.23
N 1.009261 -2.720451 0.753735 -0.08 -3.87 4.03
C 1.528753 -3.056734 1.767807 -1.24 0.78 -1.87
O 1.859872 -3.465942 2.784089 1.17 -0.84 2.20
H 0.991630 -2.155584 0.041477 0.25 3.71 -4.31
```
Positions in Å, forces in eV/Å.

***

(2)
# C16H25ClHfS

C16H25ClHfS as an isolated structure in a non-equilibrium geometry (the ωB97M-V functional and the def2-TZVPD basis, the OMol25 dataset).

Computed properties:
LUMO energy ... -7.70 eV
Total charge ... +2
Highest occupied orbital energy ... -0.5338 Ha

Geometry as XYZ:
```
44
Properties=species:S:1:pos:R:3:forces:R:3
C -2.351079 2.516610 -2.640876 0.57 -0.51 0.54
C -3.534182 1.757308 -2.236525 -0.21 -0.28 0.25
C -2.050919 3.789659 -1.985695 0.20 0.20 0.36
C -1.560369 2.086811 -3.794528 0.33 -0.21 -0.22
Cl -0.558115 0.903535 -0.847917 -2.04 1.19 -2.64
H -2.635002 4.504948 -2.588793 0.00 0.20 0.03
H -0.998977 4.108536 -2.037083 -0.39 -0.25 -0.23
H -2.413151 3.872259 -0.949947 -0.06 -0.17 -0.47
H -4.313442 2.197558 -2.882342 -0.20 -0.07 0.00
H -3.852728 1.917838 -1.196325 0.20 0.17 -0.41
H -3.507768 0.678827 -2.453719 0.17 0.49 -0.16
H -2.095598 2.572399 -4.628931 0.05 -0.01 -0.19
H -1.565180 1.004892 -3.999297 -0.27 0.44 0.21
H -0.526247 2.462034 -3.819055 -0.49 0.07 0.14
C 0.514158 -0.661824 3.038698 -0.57 0.94 0.06
C 0.765523 0.747514 2.812980 -1.79 -0.67 0.73
C -0.370900 1.285717 2.110748 -0.03 -0.84 0.83
H 1.553841 1.339218 3.283725 -0.34 -0.41 -0.44
C -1.329270 0.219567 1.924170 0.41 -0.47 0.88
C -0.779537 -0.986239 2.477298 -0.08 1.55 0.63
H -1.329896 -1.924129 2.582495 0.44 0.30 -0.22
H 1.114087 -1.298283 3.706271 -0.23 0.26 -0.77
H -0.548668 2.342287 1.896936 0.23 -0.52 -0.13
H -2.339348 0.307645 1.501340 0.75 -0.02 0.10
C 2.885544 -0.962347 -0.475066 0.55 0.66 0.07
C 3.155455 -0.621912 0.902918 -0.20 0.43 -0.81
C 2.830205 0.765853 1.081233 1.16 -0.30 -1.11
H 3.670068 -1.260883 1.625575 -0.47 0.24 -0.21
C 2.348996 1.273011 -0.165835 0.88 -0.60 0.01
C 2.388653 0.193904 -1.128125 0.61 0.08 0.55
H 2.184230 0.277431 -2.193965 -0.13 -0.04 0.41
H 3.126167 -1.910169 -0.981616 -0.38 0.58 0.52
H 3.133048 1.370152 1.935433 -0.38 -0.30 -0.34
H 2.174919 2.323842 -0.393621 -0.24 -0.42 0.15
Hf 0.679143 -0.312301 0.594097 2.25 -1.20 2.52
C 1.744296 -4.133898 2.097333 -0.30 0.48 -0.65
S 0.991396 -2.992021 0.774662 0.24 -1.66 -0.18
C -0.370356 -4.014404 0.110451 0.11 -0.54 0.24
H 2.436006 -3.559038 2.720688 -0.27 -0.02 -0.22
H 2.285359 -4.941627 1.585761 -0.20 0.45 -0.03
H 0.933437 -4.563127 2.684479 0.01 0.23 0.02
H 0.077867 -4.746961 -0.590652 -0.42 0.44 0.43
H -0.850148 -4.539961 0.958704 0.12 0.29 -0.57
H -1.111518 -3.390227 -0.416082 0.41 -0.19 0.28
```
Positions in Å, forces in eV/Å.

***

(3)
# CH2Br2CuO4S

CH2Br2CuO4S as an isolated structure (the ωB97M-V functional and the def2-TZVPD basis, the OMol25 dataset).

Computed properties:
LUMO energy ... 2.14 eV
Total charge ... -1
Highest occupied orbital energy ... -0.1590 Ha

Geometry as XYZ:
```
11
Properties=species:S:1:pos:R:3:forces:R:3
Cu 0.161221 0.144207 0.284389 0.07 0.19 -0.17
Br 1.266800 0.505579 -2.610003 -0.21 -0.05 0.18
C -0.649075 0.231881 -2.569465 0.06 0.09 0.05
Br -1.592401 1.728327 -1.790545 0.14 -0.17 0.06
H -0.840277 -0.635911 -1.943123 -0.03 0.03 -0.17
H -0.993058 0.112073 -3.587176 -0.02 -0.07 0.00
O 0.666665 -0.979052 3.841473 -0.01 0.06 -0.15
S 0.545291 -0.422919 2.505864 0.10 -0.23 0.61
O 1.112207 0.945228 2.364510 -0.02 0.01 -0.08
O 1.223595 -1.286233 1.457373 -0.02 0.07 -0.17
O -0.900968 -0.343179 2.046703 -0.05 0.07 -0.17
```
Positions in Å, forces in eV/Å.

***

(4)
# C35H51FN4Os

C35H51FN4Os as an isolated structure in a non-equilibrium geometry (the ωB97M-V functional and the def2-TZVPD basis, the OMol25 dataset).

Computed properties:
Multiplicity ... 5
LUMO energy (spin up / spin down) ... 3.77 / 3.69 eV
Total charge ... -2
Highest occupied orbital energy (spin up / spin down) ... 0.0961 / -0.0478 Ha
<S²> ... 6.02

Geometry as XYZ:
```
92
Properties=species:S:1:pos:R:3:forces:R:3
Os -0.268235 1.889080 1.403104 -0.36 0.48 -2.38
C -0.058110 5.686593 2.697070 -0.12 1.12 -0.04
C 0.415611 3.675025 1.839653 0.27 -0.73 -0.18
N -0.211680 4.341387 2.858964 -0.26 0.09 0.71
H 1.025677 6.772211 1.098934 -0.06 0.18 0.19
N 1.004606 4.639731 1.079014 0.64 0.52 -0.55
H -0.462118 6.417846 3.382033 0.06 -0.03 -0.17
C -1.312175 2.140583 -0.272397 -0.06 0.33 -0.47
C -1.044115 1.445198 -1.483191 -0.57 0.67 -0.03
C -1.579938 1.917200 -2.683273 -0.18 -0.02 0.14
C -2.441119 3.026530 -2.695166 0.10 0.04 0.20
C -2.706789 3.715822 -1.506557 0.08 -0.25 0.04
C -2.135200 3.297207 -0.309462 -0.30 -0.47 -0.97
H -0.409500 0.557628 -1.437883 -0.14 0.25 -0.16
H -1.360508 1.424162 -3.639473 -0.06 0.06 0.37
H -3.383075 4.578674 -1.530819 0.22 -0.18 -0.01
H -2.338414 3.855749 0.600622 0.08 -0.04 -0.24
C -3.130990 3.462055 -3.950661 -0.10 0.04 -0.27
H -3.475834 4.494688 -3.843087 0.03 -0.04 -0.15
H -4.014782 2.847092 -4.167368 0.10 0.03 -0.01
H -2.465150 3.397414 -4.816050 -0.08 0.05 -0.02
C -1.076275 3.569591 3.779627 0.76 0.14 -0.83
C -1.459156 4.495504 4.934638 -0.10 -0.35 0.14
C -2.284108 3.035647 3.012727 -0.71 -0.20 0.23
H -2.061167 5.339890 4.574444 0.09 -0.18 0.04
H -2.057930 3.944350 5.668880 0.10 0.08 -0.11
H -0.566019 4.889053 5.437478 -0.16 -0.11 -0.12
H -0.872453 1.663579 4.765883 0.08 -0.02 0.06
H 0.644926 2.617380 4.725260 -0.01 0.04 0.11
H -2.024805 2.289696 2.178653 -0.35 0.71 0.71
C -0.256916 2.345276 4.172655 0.21 -0.40 0.89
H -2.862603 3.842637 2.552986 -0.05 -0.10 0.17
H -2.910387 2.453248 3.700342 -0.10 0.23 -0.01
H 0.121409 1.752223 3.268149 -0.23 0.44 1.63
C 0.683271 5.871782 1.575203 0.01 0.63 0.35
C 0.924990 4.772575 -1.357035 -0.10 -0.25 -0.29
H 0.555059 5.801698 -1.275447 0.05 -0.13 -0.01
H 1.535690 4.683707 -2.263890 -0.17 0.05 0.01
C 1.789697 4.403679 -0.157639 -0.73 0.05 0.71
H 2.635084 2.723321 -1.180975 0.10 0.04 0.17
C 3.009836 5.313154 -0.106851 0.39 -0.08 -0.11
H 3.594450 5.150277 0.806167 -0.12 0.02 -0.12
H 0.070290 4.086758 -1.430669 0.20 0.24 -0.04
H 1.263856 2.262259 -0.150781 0.67 0.55 -0.12
H 2.716506 6.367663 -0.160704 0.09 -0.14 0.02
H 3.648920 5.102673 -0.970446 -0.02 0.04 0.08
C 2.167304 2.928922 -0.209286 0.03 -0.37 -0.37
H 2.845908 2.652952 0.605118 -0.11 0.06 -0.17
C -0.275378 -6.597526 -2.049279 0.06 -0.24 -0.16
N -0.342330 -5.500875 -1.206984 0.28 -0.21 -0.51
H 1.069548 -6.936889 -3.753764 0.01 -0.07 -0.09
N 1.213679 -5.089346 -2.620590 -0.62 -0.59 0.27
H -0.908907 -7.458248 -1.957735 -0.01 -0.06 -0.04
C -1.209885 -5.304939 -0.033257 0.44 0.48 -0.13
C -2.156209 -6.478879 0.108157 -0.22 -0.06 0.15
C -0.312612 -5.166290 1.188182 0.06 -0.11 0.43
H -1.601064 -7.409430 0.277895 -0.14 0.11 -0.07
H -2.801320 -6.306084 0.978456 0.09 -0.05 -0.15
H -2.795532 -6.585755 -0.775816 0.10 -0.04 0.12
H -2.559283 -3.776784 0.664857 0.06 0.00 -0.17
H -2.581263 -4.013288 -1.106304 0.04 0.03 0.07
H 0.367737 -4.316203 1.063138 -0.16 -0.21 0.00
C -1.939447 -3.979752 -0.219199 -0.41 0.14 0.05
H 0.279090 -6.075708 1.343499 -0.05 0.09 -0.01
H -0.932994 -4.990430 2.076773 0.16 -0.03 -0.08
H -1.218293 -3.161942 -0.335250 -0.17 -0.25 0.02
C 0.706704 -6.339852 -2.941531 -0.02 -0.10 0.00
C 3.398295 -4.099252 -2.245932 0.45 -0.06 0.01
H 3.821699 -5.039036 -1.876302 -0.03 0.09 -0.02
H 4.199068 -3.512487 -2.715834 -0.08 -0.15 0.10
C 2.309306 -4.360051 -3.280509 -0.24 0.31 0.38
H 2.578689 -2.428504 -4.178252 -0.18 -0.08 0.01
C 2.824193 -5.172206 -4.449346 0.20 0.10 -0.12
H 2.033915 -5.345241 -5.189316 0.16 -0.06 0.05
H 2.996704 -3.529308 -1.400062 0.01 -0.16 -0.17
H 1.390436 -2.448671 -2.847781 0.05 -0.18 -0.16
H 3.229647 -6.133922 -4.112964 -0.05 0.09 -0.15
H 3.632565 -4.615133 -4.938642 -0.13 -0.14 0.06
C 1.766802 -3.004352 -3.714467 0.02 0.28 -0.38
H 0.957161 -3.123391 -4.441899 0.07 0.04 0.06
C 0.566968 -4.575260 -1.559950 0.28 1.07 0.57
F 0.632540 -3.298814 3.975070 -0.04 0.03 0.12
C 0.425352 -2.218869 3.149642 -0.11 0.00 0.17
C -0.888385 -1.906113 2.805069 0.24 -0.20 -0.32
C -1.093392 -0.851194 1.916811 0.81 -0.41 0.29
C 0.011843 -0.063408 1.538895 0.76 -1.03 0.17
C 1.336165 -0.446708 1.850555 -0.79 -0.77 0.24
C 1.545486 -1.531101 2.697928 -0.07 -0.15 -0.18
H -1.720978 -2.481165 3.207745 0.24 -0.10 -0.07
H -2.078807 -0.586841 1.531594 0.08 -0.06 0.37
H 2.154666 0.151078 1.448931 -0.06 -0.21 0.30
H 2.544285 -1.833202 3.009272 -0.22 -0.11 -0.02
```
Positions in Å, forces in eV/Å.

***

Listing relative energy (zero: lowest compared OMol25 entry of this formula, charge and spin) for the structures above in their given order: 69.5 16.3 17.6 0.0 kcal per mole.